[1]
Formula: C2H4OS2
Source: OMol25
Level of theory: wB97M-V/def2-TZVPD

Computed properties:
Gap between HOMO and LUMO (spin up / spin down) = 7.5968 / 7.3195 eV
Spin multiplicity = 3
Energy above the lowest of the compared OMol25 structures with the same formula, charge and spin = 2.338 eV
LUMO (spin up / spin down) = 0.6495 / -2.4166 eV
<S²> = 2.011

Element x y z (Å)
S (0.21734, -0.96093, -0.69182)
S (-0.44974, 1.69524, -2.07836)
O (-1.40218, 2.75115, -1.77503)
C (0.80404, -1.27983, 1.06700)
C (-0.39696, 0.66205, -0.78373)
H (-0.08228, -0.89162, 1.62716)
H (1.71697, -0.65811, 1.52974)
H (1.11473, -2.33549, 1.00791)
H (-1.52192, 1.01753, 0.09713)

***

[2]
Formula: C34H39CrN5O3P2S
Source: OMol25
Level of theory: wB97M-V/def2-TZVPD

Computed properties:
Gap between HOMO and LUMO (spin up / spin down) = 4.4959 / 5.1111 eV
Spin multiplicity = 5
Energy above the lowest of the compared OMol25 structures with the same formula, charge and spin = 5.071 eV
LUMO (spin up / spin down) = -2.9208 / -2.3108 eV
<S²> = 6.388

Element x y z (Å)
Cr (0.26180, -2.31868, -0.61529)
S (1.24514, 0.50491, 5.35340)
P (-2.01627, -0.47854, -2.03512)
P (1.63886, -1.32337, -2.22920)
O (2.57413, 0.03011, 5.58852)
O (-1.00713, -2.01176, 3.74735)
O (1.01039, 1.93843, 5.32629)
N (-2.15084, 1.19262, -2.86295)
N (2.99128, -0.04653, -2.55844)
N (0.51072, -0.26918, 4.11775)
N (-3.61760, -0.91445, -2.85160)
N (2.29339, -2.50036, -3.31999)
C (0.08961, -0.12985, 6.54925)
C (-1.73360, 2.98354, -4.20780)
C (0.76489, -3.01948, 1.43969)
C (3.27040, 0.58841, -3.76844)
C (2.98155, -4.50684, -4.08310)
C (-1.04612, 2.31498, 3.31587)
C (-0.73595, -1.05062, 5.94948)
C (-0.14978, 0.34656, 7.83154)
C (-2.37669, 3.47638, -3.03387)
C (0.44300, -0.48567, -3.36438)
C (-5.03000, -2.48600, -3.71913)
C (-2.07949, -1.13771, 7.98223)
C (-0.94445, -1.15866, -3.35726)
C (0.75871, 0.93945, 0.87799)
C (0.86314, 3.72263, 2.35205)
C (-1.22313, -0.18452, 8.56049)
C (-1.26537, 1.47098, 2.28021)
C (-4.29642, -0.34707, -3.94425)
C (-0.43191, -1.19429, 4.48576)
C (4.12224, 0.10817, -1.77501)
C (1.83639, 1.44154, 1.83620)
C (-0.43690, 3.68496, 3.21750)
C (2.62649, -2.34285, -4.66651)
C (2.52923, -3.82680, -2.96259)
C (-1.84353, -1.55854, 6.66098)
C (5.08027, 0.86944, -2.44227)
C (-2.65014, 2.35491, -2.24472)
C (-0.63692, 1.64027, 0.92067)
C (4.53836, 1.16376, -3.73270)
C (-5.13326, -1.30456, -4.51555)
C (-1.69292, 1.60435, -4.10095)
C (-4.11700, -2.21638, -2.70228)
C (1.82969, 2.57468, 2.51005)
C (3.05785, -3.56362, -5.16500)
H (0.38089, 0.55394, -3.00404)
H (0.85391, -2.17259, 2.15388)
H (1.18359, 0.92143, -0.14780)
H (-1.30705, 2.03535, 4.32120)
H (-3.79000, -2.82480, -1.87586)
H (-1.41020, 0.90833, -4.86660)
H (-0.07693, 3.95239, 4.22753)
H (0.50628, 1.11639, 8.21057)
H (2.56036, 0.59235, -4.57242)
H (-2.48917, -2.26899, 6.13517)
H (-1.34972, 1.26214, 0.17984)
H (-1.43146, -1.03468, -4.34086)
H (-2.93730, -1.54335, 8.54902)
H (4.15969, -0.32647, -0.79191)
H (0.85702, -0.46877, -4.39287)
H (4.98143, 1.71557, -4.54621)
H (-1.35491, 3.57542, -5.02791)
H (-1.92842, 0.61658, 2.43914)
H (1.69658, -3.60898, 1.55061)
H (-1.14109, 4.48339, 2.92279)
H (-5.72198, -1.16197, -5.41468)
H (-1.39915, 0.13163, 9.58728)
H (-2.59327, 4.50424, -2.80315)
H (-3.19587, 2.29284, -1.30056)
H (-4.15833, 0.67224, -4.20743)
H (3.38082, -3.72969, -6.18256)
H (2.66287, 0.69665, 1.93016)
H (2.65846, 2.78147, 3.19751)
H (2.36141, -4.16416, -1.95022)
H (3.22060, -5.56058, -4.13503)
H (-0.87903, -2.24339, -3.14195)
H (-0.02653, -3.69922, 1.85772)
H (0.49014, -0.09188, 1.17588)
H (0.63104, 3.84358, 1.28583)
H (-5.54518, -3.42713, -3.87400)
H (6.04272, 1.18757, -2.07191)
H (2.54620, -1.38589, -5.16653)
H (1.40529, 4.59349, 2.73122)
H (-0.54588, 2.70079, 0.71432)